{
  "formula": "C25H30N4O4",
  "method": "wB97M-V/def2-TZVPD",
  "species": ["O", "C", "N", "C", "H", "C", "N", "C", "N", "C", "C", "C", "C", "H", "H", "H", "H", "C", "H", "C", "H", "H", "H", "H", "H", "H", "C", "C", "C", "C", "C", "C", "N", "C", "O", "C", "C", "C", "C", "C", "C", "H", "O", "C", "O", "H", "H", "H", "H", "C", "H", "H", "H", "H", "H", "H", "H", "H", "H", "H", "H", "H", "H"],
  "coordinates": [[-0.5120, -2.4447, 1.7090], [0.1046, -2.2795, 0.5286], [1.1338, -1.3114, 0.3419], [1.7690, -1.2207, -0.8871], [2.3926, -2.2250, -1.2186], [2.5142, -0.0181, -0.6750], [3.4262, -0.2125, 0.5192], [4.8254, 0.1186, 0.0128], [5.1351, 0.6296, -1.1496], [6.5036, 0.7814, -1.3202], [7.4284, 0.7704, -0.3993], [7.0350, 0.1368, 0.7176], [5.8381, -0.3866, 0.9969], [5.5576, -0.5352, 2.0993], [7.8923, -0.2000, 1.4238], [8.4439, 0.7411, -0.5482], [6.7017, 1.0733, -2.2414], [2.9709, -0.7703, 1.6330], [3.4578, -0.0634, 2.3723], [1.4558, -0.6556, 1.6529], [1.0447, -1.2188, 2.3259], [1.0040, 0.4255, 1.6969], [3.3601, -1.6403, 1.6816], [1.8575, 0.9822, -0.3670], [3.1390, 0.4161, -1.8804], [1.1142, -1.0415, -1.7134], [-0.5632, -3.1663, -0.7056], [-1.5490, -1.9444, -1.4880], [-2.8224, -1.6791, -0.4556], [-3.7683, -2.7607, -0.2680], [-4.8883, -2.0662, 0.5241], [-5.5248, -0.9173, -0.1289], [-4.4107, 0.1114, -0.2346], [-4.4114, 1.0946, 0.4274], [-5.3076, 1.4992, 1.2157], [-3.1522, 2.3073, 0.2570], [-3.3773, 3.3721, -0.4914], [-2.3638, 4.2912, -0.2335], [-1.1286, 3.9110, -0.0879], [-1.0121, 2.7337, 0.5480], [-1.8356, 1.6276, 0.7909], [-1.8771, 0.8155, 1.3219], [0.3421, 2.4211, 0.7764], [0.9913, 3.5594, 0.4449], [-0.0285, 4.6085, -0.2370], [2.0214, 3.4687, -0.3038], [1.5226, 4.0599, 1.3756], [-2.3940, 5.1012, -0.8836], [-4.3792, 3.7405, -0.7049], [-3.5630, -0.3426, -1.1143], [-2.6860, 0.4335, -1.4159], [-3.8943, -0.6409, -2.1606], [-6.0096, -0.3758, 0.5964], [-5.9422, -1.1894, -0.8474], [-5.5738, -2.9847, 0.8165], [-4.4309, -1.8668, 1.7657], [-3.3723, -3.6607, 0.0529], [-4.3131, -3.0159, -1.2447], [-2.3123, -1.2655, 0.4312], [-1.8294, -2.6806, -2.0161], [-1.0152, -1.2933, -1.9373], [0.2896, -3.2781, -1.2773], [-1.0241, -3.8797, -0.4196]],
  "nbo_charge": [-0.701, 0.695, -0.481, -0.262, 0.183, -0.217, -0.467, 0.450, -0.510, 0.095, -0.334, -0.118, -0.339, 0.235, 0.197, 0.224, 0.180, -0.209, 0.187, -0.182, 0.238, 0.222, 0.182, 0.215, 0.267, 0.204, -0.384, -0.342, -0.211, -0.431, -0.379, -0.233, -0.444, 0.688, -0.690, 0.004, -0.285, -0.207, 0.190, 0.257, -0.245, 0.231, -0.510, 0.210, -0.459, 0.179, 0.170, 0.206, 0.243, -0.189, 0.224, 0.198, 0.264, 0.173, 0.231, 0.210, 0.226, 0.184, 0.225, 0.189, 0.186, 0.199, 0.173],
  "lumo_ev": 0.50,
  "max_force_ha_per_bohr": 0.3215,
  "e_tot_ha": -1489.8906,
  "homo_energy_ev": -8.19,
  "relative_energy_kj_mol": 2153.8
}



{
  "formula": "C25H30N4O5",
  "method": "wB97M-V/def2-TZVPD",
  "species": ["C", "H", "O", "C", "C", "C", "C", "C", "C", "O", "C", "H", "H", "H", "H", "C", "O", "N", "C", "O", "N", "H", "C", "C", "C", "O", "N", "H", "C", "C", "C", "N", "C", "C", "H", "H", "H", "H", "C", "C", "C", "C", "C", "C", "C", "H", "H", "H", "H", "H", "H", "H", "H", "H", "H", "H", "H", "H", "H", "H", "H", "H", "H", "H"],
  "coordinates": [[0.1576, 4.0229, 3.8752], [0.7965, 4.5239, 4.6006], [0.9935, 3.7350, 2.7798], [0.4695, 3.1179, 1.6839], [-0.8607, 2.7280, 1.6079], [-1.3613, 2.0856, 0.4811], [-0.5264, 1.8435, -0.6082], [0.8083, 2.2317, -0.5319], [1.3321, 2.8545, 0.5885], [2.6603, 3.1278, 0.5098], [3.3103, 3.9593, 1.4467], [3.3659, 3.4954, 2.4336], [4.3173, 4.0915, 1.0515], [2.8236, 4.9332, 1.5295], [1.4568, 2.0427, -1.3718], [-1.0578, 1.2276, -1.8247], [-0.4107, 1.0473, -2.8321], [-2.4016, 0.8607, -1.7589], [-3.2383, 1.0611, -0.6774], [-4.3996, 0.7198, -0.6705], [-2.6734, 1.6780, 0.4092], [-3.2955, 1.8447, 1.1883], [-3.0134, 0.2579, -2.9377], [-3.1733, -1.2605, -2.8060], [-1.8277, -1.9646, -2.9210], [-1.4394, -2.4590, -3.9562], [-1.1129, -1.9917, -1.7744], [-1.4790, -1.5557, -0.9428], [0.2362, -2.5140, -1.7042], [1.2318, -1.4174, -1.3282], [2.6438, -2.0127, -1.2490], [2.7697, -3.1484, -0.3632], [1.7834, -4.1656, -0.6445], [0.3344, -3.6573, -0.6950], [-0.3278, -4.4735, -0.9880], [0.0255, -3.2972, 0.2887], [1.8783, -4.9608, 0.0979], [2.0303, -4.5885, -1.6260], [3.0756, -2.8809, 1.0285], [1.9962, -2.2337, 1.8675], [1.9054, -0.8502, 1.9663], [0.9003, -0.2613, 2.7128], [-0.0338, -1.0453, 3.3675], [0.0546, -2.4247, 3.2876], [1.0668, -3.0118, 2.5489], [1.1387, -4.0896, 2.5030], [-0.6625, -3.0442, 3.8067], [-0.8208, -0.5854, 3.9480], [0.8515, 0.8144, 2.7842], [2.6286, -0.2267, 1.4598], [3.3480, -3.8408, 1.4802], [3.9639, -2.2413, 1.0370], [3.3572, -1.2463, -0.9404], [2.9275, -2.3559, -2.2512], [1.2090, -0.6273, -2.0788], [0.9480, -0.9865, -0.3644], [0.4589, -2.8866, -2.7098], [-3.7985, -1.6061, -3.6291], [-3.6667, -1.4961, -1.8622], [-2.3728, 0.4941, -3.7891], [-3.9983, 0.7128, -3.0658], [-1.5301, 2.9098, 2.4333], [-0.2483, 3.1106, 4.3234], [-0.6613, 4.6914, 3.5928]],
  "nbo_charge": [-0.253, 0.208, -0.501, 0.273, -0.365, 0.278, -0.241, -0.178, 0.293, -0.509, -0.241, 0.183, 0.193, 0.179, 0.252, 0.689, -0.589, -0.478, 0.791, -0.625, -0.611, 0.419, -0.218, -0.501, 0.685, -0.627, -0.616, 0.389, -0.068, -0.436, -0.215, -0.444, -0.216, -0.420, 0.215, 0.201, 0.197, 0.193, -0.228, -0.033, -0.242, -0.151, -0.232, -0.215, -0.213, 0.211, 0.214, 0.207, 0.195, 0.214, 0.201, 0.202, 0.199, 0.193, 0.236, 0.199, 0.233, 0.242, 0.225, 0.249, 0.228, 0.221, 0.179, 0.182],
  "lumo_ev": 0.26,
  "max_force_ha_per_bohr": 0.0139,
  "e_tot_ha": -1565.9471,
  "homo_energy_ev": -8.07,
  "relative_energy_kj_mol": 171.0
}



{
  "formula": "C25H30N5O11",
  "method": "wB97M-V/def2-TZVPD",
  "species": ["C", "O", "O", "O", "H", "C", "C", "C", "C", "C", "C", "N", "O", "O", "H", "H", "H", "H", "H", "C", "C", "C", "C", "C", "C", "N", "O", "O", "H", "H", "H", "H", "H", "C", "C", "C", "C", "C", "C", "N", "O", "O", "H", "H", "H", "H", "H", "C", "O", "N", "C", "C", "H", "H", "H", "H", "H", "H", "H", "C", "O", "N", "C", "C", "H", "H", "H", "H", "H", "H", "H"],
  "coordinates": [[-1.3611, 0.9284, -0.2263], [-2.4251, 1.4994, -0.6333], [-1.1361, -0.3556, -0.6613], [-0.4471, 1.3974, 0.4357], [-1.7341, -0.2956, -1.2793], [2.8219, -0.1486, -3.2693], [1.6809, 0.3054, -2.3313], [0.9689, 1.5554, -2.9253], [1.3039, 2.0884, -4.2343], [2.4849, 1.5334, -5.1193], [3.2049, 0.3164, -4.4973], [0.4299, 3.1754, -4.8723], [-0.8371, 3.0974, -4.6143], [0.8049, 3.9954, -5.6323], [3.2459, -0.9036, -3.0123], [1.5789, 0.1064, -1.3203], [0.2139, 2.0064, -2.5153], [2.7039, 1.8294, -6.3323], [3.9979, -0.0546, -5.1393], [-1.7751, -0.7606, 4.2497], [-2.7441, -0.5976, 5.3437], [-4.2311, -0.3226, 5.0827], [-4.5921, -0.0376, 3.5727], [-3.4931, 0.0204, 2.3687], [-2.0751, -0.2846, 2.8877], [-5.9311, 0.1984, 3.2757], [-6.1681, 0.8144, 2.1517], [-6.8341, -0.0586, 4.0397], [-0.7231, -1.2216, 4.3487], [-2.6201, -0.8936, 6.3027], [-4.8411, -0.2776, 5.8647], [-3.6441, 0.4314, 1.4217], [-1.2191, -0.3396, 2.1897], [1.4229, -1.5706, 1.3187], [1.1409, -2.8516, 0.5067], [2.1729, -4.0426, 0.5537], [3.3049, -3.8796, 1.5487], [3.3999, -2.6166, 2.4737], [2.3809, -1.5066, 2.2977], [4.3039, -4.9236, 1.5917], [5.4029, -4.6796, 2.2287], [4.1339, -5.9296, 0.9137], [0.6749, -0.7876, 1.4577], [0.2509, -2.9256, -0.3403], [2.0469, -5.0606, 0.0857], [4.1779, -2.4786, 3.1157], [2.4479, -0.7396, 3.0337], [-0.1141, 3.8974, 4.2987], [-0.2641, 4.6194, 5.3337], [0.9439, 3.0934, 4.0837], [1.0229, 2.2884, 2.8627], [2.1249, 3.1734, 4.9777], [-0.8481, 3.8294, 3.4047], [1.9869, 1.9554, 2.7787], [0.7529, 2.8374, 2.0887], [0.5509, 1.1294, 2.9027], [2.8669, 2.3474, 4.7467], [1.7829, 2.8544, 6.0057], [2.7629, 3.9934, 4.7107], [-1.4881, -1.3066, -6.7503], [-0.7131, -2.1666, -7.3033], [-1.4671, -0.9836, -5.4123], [-2.2191, 0.2214, -5.0523], [-0.6651, -1.6176, -4.3963], [-2.2921, -1.1746, -7.3593], [-1.9001, 1.1394, -5.6583], [-2.1751, 0.5854, -4.0823], [-3.2241, -0.1986, -5.1913], [-1.2341, -1.7436, -3.4523], [0.1469, -0.9106, -4.4453], [-0.2111, -2.6176, -4.8003]],
  "mulliken_charge": [0.610, -0.820, -0.154, -0.508, 0.090, -0.908, -0.528, -0.740, 0.258, -0.392, -0.429, 0.880, -0.542, -0.578, 0.757, 0.562, 0.953, 0.228, 0.368, -0.354, -0.630, -0.620, 0.049, -0.510, 0.520, 0.895, -0.557, -0.608, 0.266, 0.459, 0.560, 0.712, -0.275, 0.123, -0.230, -0.474, 0.022, -0.636, -0.367, 0.859, -0.565, -0.566, 0.108, 0.229, 0.398, 0.514, 0.560, 0.148, -0.658, 0.162, -1.237, -0.926, 0.287, 0.407, 0.837, -0.025, 0.302, 0.316, 0.360, -0.046, -0.643, 0.196, -1.176, -0.382, 0.444, 0.250, 0.401, 0.454, 0.291, -0.006, 0.255],
  "lumo_ev": 0.37,
  "total_charge": -1,
  "max_force_ha_per_bohr": 0.2177,
  "e_tot_ha": -2071.3501,
  "homo_energy_ev": -6.11,
  "relative_energy_kj_mol": 319.7
}